# C2H46O23

A cluster of 22 separate species, C2H46O23 in total (wB97M-V/def2-TZVPD, the Open Molecules 2025 dataset).

XYZ file:
```
71
Properties=species:S:1:pos:R:3:forces:R:3:mulliken_charge:R:1
O 1.690806 0.288187 -0.552040 1.29 -0.40 -0.55 1.906
C 0.372800 0.007391 -0.713091 0.52 0.03 -0.73 0.376
C -0.400165 0.176022 0.505811 -1.17 -0.24 1.89 0.434
O -1.736631 -0.026611 0.266339 -0.81 -1.19 -0.97 0.726
H 0.212275 -0.972263 -1.182548 -0.31 -0.27 0.19 0.512
H -0.126542 0.700384 -1.356238 -0.08 0.66 -1.28 0.490
H -0.368872 1.182498 0.931352 1.22 0.06 0.26 -0.315
H -0.056005 -0.549509 1.244612 0.61 0.10 0.66 -0.210
O 1.666003 -3.139329 -0.656452 -0.91 0.19 -0.12 -0.828
H 1.028317 -2.398203 -0.543957 0.80 -0.88 0.02 0.040
H 2.536904 -2.726432 -0.570371 0.22 0.33 0.17 0.565
O -3.912654 -1.759531 -0.036068 -1.73 -0.63 1.25 -0.777
H -4.289202 -1.543303 0.862876 0.99 -0.01 -1.56 0.329
H -3.107876 -1.251418 -0.146223 0.43 0.76 0.39 0.222
O -0.232572 -0.417060 -3.705755 0.52 0.94 -0.65 -0.832
H -0.537674 -1.210319 -3.310748 -1.07 -1.97 0.17 0.569
H 0.302558 -0.125387 -2.966493 0.50 0.73 -0.28 -0.056
O -2.153792 -1.241468 3.024358 -0.27 -1.07 0.79 -0.749
H -1.250804 -1.489910 3.227521 0.27 0.01 0.27 0.436
H -2.094636 -0.755015 2.212003 -0.25 0.86 -1.02 0.234
O 0.509730 -3.306201 2.266869 0.33 0.88 1.50 -0.641
H -0.109107 -2.987161 1.597156 0.04 -0.33 -0.72 0.474
H 0.694806 -4.217483 2.112334 0.17 -0.70 -0.50 0.256
O -1.251354 -2.628640 0.408754 0.69 -0.96 0.03 -0.980
H -1.148873 -1.655277 0.446919 -1.13 0.29 -0.05 -0.828
H -1.874118 -2.882835 1.104225 -0.39 0.48 -0.32 0.442
O -1.442389 -2.652687 -2.362029 0.26 -0.13 0.66 -0.704
H -1.529491 -2.634632 -1.366973 -0.26 -0.17 -0.99 0.306
H -2.316766 -2.706873 -2.762517 0.02 0.16 0.40 0.281
O 1.093076 -3.266200 -3.678998 1.49 -0.21 -2.56 -0.626
H 1.839158 -3.756091 -3.341073 -0.01 -0.01 0.54 0.295
H 0.482878 -3.145316 -2.995649 -1.46 0.08 1.94 0.384
O -2.328934 3.986747 2.419552 -1.51 2.33 0.42 -0.640
H -3.231800 4.208122 2.104226 0.67 0.28 0.61 0.264
H -2.263062 3.215800 1.904468 0.73 -2.25 -0.96 0.343
O 0.168890 2.777086 -3.699529 -0.50 1.29 0.26 -0.691
H 0.813599 2.122788 -3.422956 0.68 -0.42 0.19 0.375
H -0.313700 2.345663 -4.388998 -0.57 -0.44 -0.51 0.272
O 3.922951 1.778393 -0.829442 1.21 -0.08 -0.57 -0.711
H 3.083362 1.307799 -0.859260 -0.08 0.17 0.30 -0.214
H 3.855632 2.438231 -0.146315 -0.39 0.17 0.26 0.274
O -1.387034 2.775385 -0.689042 0.62 -0.22 -0.26 -0.807
H -1.232996 1.800779 -0.580465 -0.97 1.32 -0.59 0.002
H -1.222674 2.994264 -1.632616 -0.26 -0.64 0.55 0.370
O 1.347753 2.844835 -0.134431 -0.24 1.38 0.22 -0.939
H 0.428551 2.917820 -0.430744 -0.30 0.54 0.00 0.453
H 1.492110 1.903569 -0.199474 0.54 -1.19 -0.13 -0.009
O -2.980887 1.300278 1.935128 -2.18 1.06 -0.01 -0.993
H -2.358803 1.330086 2.632856 1.01 0.23 1.78 0.416
H -2.469909 1.001502 1.185179 0.23 -0.82 -1.22 0.110
O -2.407381 0.583728 -2.354627 0.05 -0.31 0.08 -0.786
H -1.592710 0.302317 -2.803620 -0.46 0.21 -0.41 0.673
H -2.241593 0.253820 -1.445161 -0.36 0.27 0.03 0.024
O 3.794188 -1.336288 -0.358687 -0.55 -0.19 -0.39 -0.821
H 2.981508 -0.782782 -0.562494 0.44 -0.11 0.52 0.147
H 4.325836 -1.224385 -1.145639 0.33 0.12 -0.18 0.286
O 0.665890 -0.908999 3.663349 -0.54 1.37 1.20 -0.630
H 1.274560 -0.663573 4.367311 -0.08 0.05 0.05 0.222
H 1.011510 -1.695734 3.290446 0.57 -1.85 -0.88 0.244
O 0.829890 3.111295 2.489882 0.29 0.73 3.40 -0.719
H 0.888141 2.900235 1.600267 0.11 -0.34 -3.79 0.381
H 1.704554 2.837876 2.781039 0.12 -0.05 0.28 0.326
O 2.007899 1.021532 -3.068758 0.53 0.47 -1.76 -0.798
H 1.973075 0.664192 -2.195570 0.10 -0.42 2.25 0.079
H 2.191729 0.257861 -3.611370 0.03 -0.22 -0.54 0.256
O 2.500065 0.134423 1.912187 2.63 0.61 1.78 -0.858
H 1.755024 -0.054124 2.427992 -1.62 -0.31 1.37 0.514
H 2.158818 0.112579 1.049176 -0.50 0.13 -2.67 -0.111
O -0.848153 1.653592 3.861356 0.03 0.18 -0.07 -0.869
H -0.226458 2.112762 3.252713 -0.24 0.70 0.31 0.514
H -0.559228 0.761200 3.718164 -0.07 -1.11 0.22 0.319
```
Positions in Å, forces in eV/Å.

Output
Max |F| = 3.80 eV/Å
Net charge = -2
E_LUMO = 4.5758 eV
Energy = -49916.1628 eV
HOMO = -3.578 eV
Gap between HOMO and LUMO = 8.15 eV
Energy relative to the best compared isomer or geometry (same formula, charge and spin) = 0.880 eV


# C2H4BFO

An isolated molecule of C2H4BFO (wB97M-V/def2-TZVPD, the Open Molecules 2025 dataset).

XYZ file:
```
9
Properties=species:S:1:pos:R:3:forces:R:3:nbo_charge:R:1
B -0.023800 -0.580062 -0.586545 -1.26 0.10 1.95 -0.385
C 1.144235 0.513677 0.237578 -2.68 1.83 -1.73 0.438
C -1.249413 -0.063649 0.236623 0.16 -0.84 0.06 0.315
O 1.253482 1.690615 0.127134 -0.07 -0.68 0.45 -0.462
F -1.706939 1.165358 0.128508 0.05 -0.12 -0.02 -0.303
H 0.258524 -1.668368 -0.144156 -0.02 0.04 -0.36 -0.004
H 0.364852 -0.274700 -1.679275 -0.40 0.17 0.04 0.079
H 1.812040 -0.191048 0.560319 2.52 -1.52 1.36 0.140
H -1.852981 -0.591826 1.119818 1.71 1.02 -1.75 0.181
```
Positions in Å, forces in eV/Å.

Output
Max |F| = 3.68 eV/Å
Net charge = 0
E_LUMO (spin up / spin down) = -0.8984 / -0.8957 eV
Energy = -7576.5608 eV
HOMO (spin up / spin down) = -9.220 / -9.221 eV
Gap between HOMO and LUMO (spin up / spin down) = 8.32 / 8.33 eV
Energy relative to the best compared isomer or geometry (same formula, charge and spin) = 3.173 eV